{"formula": "C2H3Cl2N", "method": "ωB97M-V/def2-TZVPD", "elements": ["C", "C", "N", "Cl", "Cl", "H", "H", "H"], "coordinates": [[-0.72660, 0.25427, -0.37856], [0.29961, 0.53574, 0.53978], [0.65090, 0.15930, -0.73280], [-1.55326, 1.45417, -1.29328], [0.52065, -2.04231, 1.77895], [-1.11155, -0.74521, -0.45875], [0.76287, 1.11522, 1.40563], [1.15737, -0.73118, -0.86095]], "spin_multiplicity": 1, "energy_ha": -1053.0014, "orbital_gap_ha": 0.262}


{"formula": "C32H25AgClIN2P", "method": "ωB97M-V/def2-TZVPD", "elements": ["Ag", "C", "C", "C", "C", "C", "C", "P", "C", "C", "C", "C", "C", "C", "C", "C", "C", "C", "C", "C", "C", "C", "C", "C", "H", "H", "H", "H", "H", "H", "H", "H", "H", "H", "H", "H", "H", "H", "H", "H", "Cl", "C", "C", "C", "C", "C", "C", "C", "H", "H", "H", "H", "H", "H", "I", "C", "C", "N", "N", "C", "H", "H", "H"], "coordinates": [[0.05406, -0.17636, 1.86935], [-3.13139, -2.07551, -2.46125], [-2.78745, -3.37312, -2.07003], [-1.89935, -3.50280, -1.05910], [-1.29763, -2.33280, -0.50115], [-1.45439, -1.08704, -1.08978], [-2.43513, -0.94745, -2.06891], [-0.04182, -2.43135, 0.77881], [-0.21804, -4.04929, 1.51185], [-1.54730, -4.33958, 2.02121], [-1.80302, -5.60142, 2.51080], [-0.78268, -6.56213, 2.53815], [0.50265, -6.11786, 2.36421], [0.81479, -4.90642, 1.78052], [1.49760, -2.41099, -0.06855], [1.89729, -3.36917, -0.97714], [3.13309, -3.34300, -1.61606], [3.97952, -2.31197, -1.45620], [3.63664, -1.21905, -0.51791], [4.39824, -0.00306, -0.35224], [4.07235, 0.89081, 0.65080], [2.93438, 0.69561, 1.40962], [2.06821, -0.35573, 1.17496], [2.36451, -1.31966, 0.24835], [-4.05046, -1.95402, -3.06841], [-3.45677, -4.17546, -2.50782], [-1.57443, -4.52940, -0.77644], [-0.90493, -0.20215, -0.68568], [-2.71479, -0.01122, -2.46362], [-2.30928, -3.57972, 1.84574], [-2.78837, -5.80102, 2.88135], [-0.87728, -7.60372, 2.66080], [1.28740, -6.79830, 2.65732], [1.84114, -4.52108, 1.54024], [1.36948, -4.29146, -1.02435], [3.23532, -3.87436, -2.46028], [4.92374, -2.21631, -2.08237], [5.25164, 0.20215, -0.99930], [4.80647, 1.66032, 0.96485], [2.65938, 1.47092, 2.11159], [0.13432, 6.82402, 1.89625], [-0.18743, 5.12858, 1.95197], [0.18690, 4.30322, 3.04107], [-0.42513, 3.06907, 3.16544], [-1.18179, 2.53067, 2.08534], [-1.69253, 1.16240, 2.16904], [-1.28449, 3.23649, 0.92785], [-0.92350, 4.58021, 0.88985], [0.86841, 4.72999, 3.77436], [-0.20018, 2.42140, 4.03361], [-2.42619, 0.82956, 1.42586], [-1.91313, 0.91421, 3.20801], [-1.85239, 2.82015, 0.07062], [-1.03483, 5.13053, 0.02064], [-3.60285, 6.57366, -2.08865], [-1.73787, 6.41527, -3.10537], [-0.97676, 7.54393, -3.44296], [0.11122, 7.01008, -4.13791], [0.05042, 5.69018, -4.25665], [-1.07442, 5.27395, -3.68926], [-1.27541, 8.53037, -3.36241], [1.01817, 7.48021, -4.32126], [-1.23394, 4.27604, -3.46940]], "spin_multiplicity": 1, "energy_ha": -2590.0175, "orbital_gap_ha": 0.190, "total_charge": -1}


{"formula": "C16H16F5I2NSSiZn", "method": "ωB97M-V/def2-TZVPD", "elements": ["Zn", "I", "C", "I", "H", "H", "F", "C", "C", "F", "C", "F", "C", "S", "C", "F", "C", "F", "C", "Si", "C", "C", "N", "C", "C", "C", "C", "C", "C", "H", "H", "H", "H", "H", "H", "H", "H", "H", "H", "H", "H", "H", "H"], "coordinates": [[0.83182, 1.06483, 0.11354], [3.89021, 1.91259, 0.28497], [3.07651, 3.78630, -0.26140], [1.44908, 3.60217, -1.60293], [3.84901, 4.35356, -0.75701], [2.70820, 4.27121, 0.63115], [-5.55775, 2.11734, 1.71227], [-4.22945, 2.16784, 1.74847], [-3.50705, 2.31360, 0.58246], [-4.13911, 2.41441, -0.58549], [-2.13167, 2.36521, 0.64636], [-1.46969, 2.51054, -0.51983], [-1.41876, 2.27230, 1.83252], [0.34635, 2.34590, 1.92114], [-2.18168, 2.13647, 2.98363], [-1.58331, 2.04319, 4.17055], [-3.56151, 2.07908, 2.95183], [-4.25473, 1.93518, 4.07927], [-2.19770, -1.01269, -0.82184], [-0.67644, -1.62736, 0.08265], [-0.88657, -1.38892, 1.92093], [-0.66332, -3.46619, -0.25064], [0.72991, -0.74037, -0.43433], [1.80272, -1.21618, -1.21772], [2.29176, -2.53091, -1.11597], [3.37186, -2.96112, -1.87395], [4.01797, -2.10656, -2.76042], [3.54959, -0.80514, -2.88114], [2.46230, -0.37748, -2.13318], [-3.09545, -1.12223, -0.19836], [-2.34699, -1.62518, -1.71903], [-2.13570, 0.02791, -1.14812], [-1.93963, -1.49454, 2.21242], [-0.53457, -0.41392, 2.27320], [-0.31321, -2.15392, 2.45549], [-1.68604, -3.81939, -0.06990], [0.00727, -4.03110, 0.40392], [-0.41097, -3.69381, -1.29199], [1.84067, -3.21396, -0.40780], [3.72154, -3.98280, -1.75618], [4.86419, -2.44842, -3.34383], [4.02444, -0.11562, -3.57280], [2.08590, 0.62820, -2.28292]], "spin_multiplicity": 1, "energy_ha": -4235.8235, "orbital_gap_ha": 0.251}


{"formula": "C4H3N3O", "method": "ωB97M-V/def2-TZVPD", "elements": ["C", "C", "C", "C", "H", "H", "H", "N", "N", "N", "O"], "coordinates": [[1.68907, -1.04135, 0.17090], [0.52641, 0.37860, -0.33317], [-1.17299, -1.14989, 0.52862], [0.16920, -0.93398, -0.09204], [2.06271, -1.31968, 1.26167], [2.38379, -1.46355, -0.69747], [-1.82398, -1.87778, 0.94530], [-0.20594, 1.46917, -0.36867], [-1.41145, 1.14917, -0.03060], [-1.96350, -0.02021, 0.21486], [1.89670, 0.36922, -0.23306]], "spin_multiplicity": 1, "energy_ha": -393.5329, "orbital_gap_ha": 0.317}


{"formula": "C3H6DyLiO5", "method": "ωB97M-V/def2-TZVPD", "elements": ["H", "C", "C", "O", "Li", "O", "H", "H", "H", "C", "O", "O", "H", "Dy", "O", "H"], "coordinates": [[1.69922, -2.41850, -0.56576], [1.49009, -1.33228, -0.60019], [0.50659, -1.04535, 0.51897], [0.72850, 0.21641, 1.10719], [1.40993, -1.43158, -3.43985], [0.97284, -0.86748, -1.81198], [2.45708, -0.83759, -0.38879], [0.46691, -1.85211, 1.26872], [-0.50090, -1.16661, 0.08659], [-1.86079, 1.60874, 0.81747], [-3.01083, 1.16235, 0.86040], [-1.45506, 2.45322, 1.80738], [-1.24346, 1.90655, 2.57296], [-0.96270, 0.72329, -2.40585], [-1.20631, 1.85644, -0.28334], [0.50890, 1.02452, 0.45608]], "spin_multiplicity": 7, "energy_ha": -1386.4625, "s2": 12.023, "orbital_gap_ha": [0.254, 0.223], "total_charge": 1}


{"formula": "C13H42BrN12O7", "method": "ωB97M-V/def2-TZVPD", "elements": ["Br", "C", "C", "C", "O", "C", "N", "H", "H", "H", "H", "H", "H", "H", "H", "H", "H", "H", "C", "C", "C", "O", "C", "N", "H", "H", "H", "H", "H", "H", "H", "H", "H", "H", "H", "C", "O", "N", "N", "H", "H", "H", "H", "C", "O", "N", "N", "H", "H", "H", "H", "C", "O", "N", "N", "H", "H", "H", "H", "C", "O", "N", "N", "H", "H", "H", "H", "C", "O", "N", "N", "H", "H", "H", "H"], "coordinates": [[0.07698, 0.29262, -0.31472], [-3.40872, -1.65281, 1.95902], [-2.27775, -2.71026, 2.11726], [-2.07973, -3.66045, 0.94688], [-3.28475, -4.43225, 0.83432], [-3.31251, -5.34391, -0.23828], [-1.00870, -1.99240, 2.28795], [-4.22472, -2.23368, 1.50763], [-3.14054, -0.85331, 1.28267], [-3.81644, -1.44614, 2.94779], [-2.40532, -3.25012, 3.05650], [-1.28469, -4.37080, 1.20270], [-1.75732, -3.23637, -0.00874], [-3.06359, -4.91758, -1.21497], [-4.32825, -5.72205, -0.35402], [-2.64644, -6.18217, -0.01449], [-0.59347, -1.57525, 1.46424], [-1.16313, -1.29782, 3.00504], [2.07449, 4.34650, 2.80079], [1.20012, 3.18340, 2.31042], [0.10143, 2.58138, 3.17564], [0.55107, 2.09871, 4.42863], [1.35838, 0.94506, 4.39839], [0.59185, 3.60719, 1.00594], [2.82052, 4.00863, 3.52048], [1.52635, 5.18894, 3.23594], [2.57040, 4.81693, 1.95024], [1.97596, 2.42312, 2.14558], [-0.36948, 1.74978, 2.64180], [-0.58628, 3.40453, 3.37392], [1.75331, 0.80373, 5.40185], [2.22495, 1.04599, 3.73573], [0.76603, 0.10607, 4.01809], [0.40574, 2.71293, 0.53797], [1.37284, 3.94762, 0.46241], [2.88087, -3.62872, -0.03415], [3.26600, -4.55230, 0.70284], [3.57293, -3.24421, -1.14438], [2.02576, -2.67479, 0.44000], [4.43141, -3.70963, -1.36334], [3.45515, -2.25724, -1.29849], [1.47575, -2.89776, 1.25541], [1.63927, -1.94254, -0.13862], [-2.06031, -1.26219, -3.81332], [-2.45175, -1.58040, -4.93627], [-1.06834, -0.37626, -3.54097], [-2.51691, -1.87884, -2.67276], [-0.74119, 0.10692, -4.36324], [-0.85883, 0.01750, -2.63662], [-3.26626, -2.53962, -2.73989], [-2.24342, -1.41433, -1.82374], [2.55370, 3.66828, -1.97305], [1.37976, 3.99207, -2.10776], [2.94016, 2.62918, -1.18906], [3.60947, 4.32185, -2.56911], [3.87220, 2.27535, -1.28327], [2.11306, 2.06349, -0.99532], [3.42179, 5.03712, -3.24831], [4.51346, 3.89451, -2.63239], [-4.46451, 1.55962, 0.23528], [-4.92515, 0.61412, -0.41778], [-3.14304, 1.79667, 0.33761], [-5.28291, 2.60071, 0.60197], [-2.93795, 2.53950, 0.98706], [-2.46036, 1.07822, 0.15897], [-6.25355, 2.60695, 0.36753], [-4.85009, 3.43539, 0.95225], [3.49796, -0.33207, -3.11592], [4.16498, -0.15316, -2.09694], [4.05639, -0.29551, -4.36976], [2.15301, -0.49541, -3.11946], [5.01890, -0.06325, -4.51687], [3.48524, -0.34753, -5.19154], [1.60882, -0.31783, -2.28765], [1.76995, -0.65964, -4.02956]], "spin_multiplicity": 1, "energy_ha": -4278.5785, "orbital_gap_ha": 0.315, "total_charge": -1}